# 1
Below is a cluster of 2 separate species, C4H9NO in total, with properties calculated with wB97M-V/def2-TZVPD.

Each line ends with the natural charge from an NBO analysis.
Cartesian coordinates (Å):
C1 0.005 -1.535 1.179  -0.03
N1 -0.762 -1.229 0.223  -0.40
C2 -0.299 -0.745 -1.029  0.17
C3 0.443 -1.521 -1.810  -0.47
C4 -0.343 0.792 -1.149  -0.64
H1 0.878 -0.966 1.527  0.14
H2 -0.313 -2.157 2.004  0.16
H3 0.871 -2.364 -1.289  0.20
H4 0.806 -1.198 -2.770  0.21
H5 0.150 1.030 -2.089  0.22
H6 -1.388 1.136 -1.136  0.22
H7 0.230 1.299 -0.347  0.21
O1 -0.212 2.736 2.541  -0.92
H8 0.521 2.822 1.918  0.46
H9 -0.586 1.899 2.225  0.46

Multiplicity: 1
Energy above the lowest of the compared OMol25 structures with the same formula, charge and spin in eV: 3.1845
Electronic energy in eV: -7829.135
LUMO energy in hartree: 0.0250
HOMO-LUMO gap in Ha: 0.351
SMILES: C=NC(=C)C.O

# 2
Below is an isolated molecule of C7H10, with properties calculated with wB97M-V/def2-TZVPD.

Each line ends with the natural charge from an NBO analysis.
Cartesian coordinates (Å):
C1 -0.460 -1.469 -2.137  -0.37
C2 0.519 -0.749 -1.518  -0.24
C3 0.201 -0.077 -0.243  -0.07
C4 1.094 0.992 0.303  -0.21
C5 1.119 2.291 -0.175  -0.40
C6 -0.908 -0.450 0.487  -0.17
C7 -0.760 -0.470 1.992  -0.66
H1 -1.305 -1.883 -1.571  0.19
H2 -0.433 -1.605 -3.172  0.19
H3 1.544 -1.170 -1.656  0.23
H4 1.335 0.837 1.408  0.20
H5 1.270 3.036 0.625  0.21
H6 0.909 2.532 -1.222  0.21
H7 -1.898 -0.362 0.037  0.22
H8 -1.549 -1.188 2.301  0.23
H9 -0.959 0.533 2.456  0.22
H10 0.279 -0.797 2.085  0.22

Multiplicity: 1
Energy above the lowest of the compared OMol25 structures with the same formula, charge and spin in eV: 5.0205
Electronic energy in eV: -7416.014
LUMO energy in hartree: 0.0063
HOMO-LUMO gap in Ha: 0.283
SMILES: C=CC(C=C)=CC